No. 1
Density functional theory data (ωB97M-V with the def2-TZVPD basis set) for an isolated molecule of C4H10O2 at a distorted geometry.

Computed properties:
Kohn-Sham gap = 7.36 eV
ΔE to the lowest compared entry with this formula, charge and spin = 452.6 kJ/mol
E_tot = -308.7258 a.u.

Geometry as ORCA input:
```
! wB97M-V def2-TZVPD RIJCOSX def2/J DEFGRID3
* xyz 0 1
C 1.67077 1.18487 -0.82226
H -2.67673 -1.05731 0.24880
H -1.65756 -0.95278 -1.22408
H -0.90594 0.99079 0.01721
H -1.24546 -0.59470 2.28233
C -0.85171 0.03451 0.54612
O -1.21235 0.26989 1.85440
C -1.65138 -1.06805 -0.13914
H 1.89781 1.46991 -1.85376
H 1.48124 -0.93394 -1.23694
H 1.09077 2.02213 -0.39158
C 0.87812 -0.08090 -0.93229
H -1.19486 -2.03554 0.08819
O 0.58777 -0.45215 0.60518
H 2.62924 1.13803 -0.26533
H 1.16029 0.06525 1.22313
*
```

=====

No. 2
Density functional theory data (ωB97M-V with the def2-TZVPD basis set) for an isolated molecule of C4H10O2 at a distorted geometry.

Computed properties:
Kohn-Sham gap = 10.94 eV
ΔE to the lowest compared entry with this formula, charge and spin = 116.5 kJ/mol
E_tot = -308.8538 a.u.

Geometry as ORCA input:
```
! wB97M-V def2-TZVPD RIJCOSX def2/J DEFGRID3
* xyz 0 1
H 1.81076 -0.25962 -2.55513
H 0.29650 -0.68315 1.45650
C -0.41348 -0.84528 0.66616
H -0.78035 -1.86929 0.73534
H -0.58735 -0.19578 -1.32472
C 0.21504 -0.61514 -0.72681
C 1.39429 0.37451 -0.70761
H 2.03200 0.21196 0.15050
H -2.00239 0.51020 0.08375
H -2.18872 -0.21266 1.74609
C -1.50396 0.18797 1.00133
H 0.64301 -1.52699 -1.11284
O 2.27474 0.16127 -1.82682
O -0.78647 1.34629 1.46356
H 1.00361 1.38627 -0.77758
H -1.40721 2.02944 1.72828
*
```

=====

No. 3
Density functional theory data (ωB97M-V with the def2-TZVPD basis set) for an isolated molecule of C4H10O2.

Computed properties:
Kohn-Sham gap = 10.82 eV
ΔE to the lowest compared entry with this formula, charge and spin = 48.2 kJ/mol
E_tot = -308.8798 a.u.

Geometry as ORCA input:
```
! wB97M-V def2-TZVPD RIJCOSX def2/J DEFGRID3
* xyz 0 1
H -0.86686 1.74107 -0.19273
C -0.62050 0.95463 0.53206
H 1.01609 -2.09004 0.09344
H 1.68984 0.86819 0.48033
H 0.09786 -1.19978 -2.06051
C 0.31657 -1.41938 0.60469
H 0.21965 2.44370 1.48452
H -1.46839 -0.62497 -1.45834
H -1.55689 0.52565 0.91078
O 1.50809 0.43898 -0.37234
O 0.13641 1.49145 1.61360
H 0.69120 -1.24612 1.61959
H -0.31697 0.52215 -2.18482
C -0.40519 -0.36970 -1.55675
H -0.65505 -1.92263 0.67571
C 0.21415 -0.11320 -0.18922
*
```

=====

No. 4
Density functional theory data (ωB97M-V with the def2-TZVPD basis set) for a cluster of 3 separate species, C4H10O2 in total at a distorted geometry.

Computed properties:
Kohn-Sham gap = 10.02 eV
ΔE to the lowest compared entry with this formula, charge and spin = 336.5 kJ/mol
E_tot = -308.7700 a.u.

Geometry as ORCA input:
```
! wB97M-V def2-TZVPD RIJCOSX def2/J DEFGRID3
* xyz 0 1
H 1.77585 -2.05384 -4.70381
H 0.40137 3.25395 1.61441
C 1.01220 1.78639 3.13705
H 1.10109 0.28606 0.50287
H 0.52725 -2.67050 -3.86768
O -5.89867 -3.18359 -0.68858
H -5.59745 -3.97010 -0.97627
C 1.75202 0.99184 0.10659
O 1.53160 -2.64722 -4.01077
H -6.35024 -2.99933 -1.46126
H 2.76788 2.76429 0.91553
C 0.97740 2.36081 1.95960
H 2.27040 0.98206 -0.83234
H 0.25182 2.13414 3.88175
C 1.89665 2.04199 0.99102
H 1.58083 0.92306 3.43187
*
```

=====

No. 5
Density functional theory data (ωB97M-V with the def2-TZVPD basis set) for a structure of composition C4H10O2 at a distorted geometry.

Computed properties:
Kohn-Sham gap = 8.74 eV
ΔE to the lowest compared entry with this formula, charge and spin = 460.6 kJ/mol
E_tot = -308.7227 a.u.

Geometry as ORCA input:
```
! wB97M-V def2-TZVPD RIJCOSX def2/J DEFGRID3
* xyz 0 1
H -2.23078 -0.14995 -1.71145
C -1.30319 -0.36905 -0.01884
C -2.00304 0.84677 0.48212
H 2.16390 -0.33890 -1.85511
H 0.44928 -0.00628 0.03250
H -0.19353 -2.07616 2.30725
H -2.58377 1.37434 -0.29108
O -1.61781 -0.74327 -1.21450
H 3.47926 0.32261 -0.83479
H 2.69960 -1.18723 -0.40655
C 1.50924 0.52953 -0.00961
H -1.26561 1.53274 0.89855
C 2.52706 -0.19583 -0.83154
O 1.64858 1.63752 0.42784
H -0.60442 -1.73608 1.73274
H -2.67476 0.55922 1.29247
*
```

=====

No. 6
Density functional theory data (ωB97M-V with the def2-TZVPD basis set) for a cluster of 2 separate species, C4H10O2 in total at a distorted geometry.

Computed properties:
Kohn-Sham gap = 10.54 eV
ΔE to the lowest compared entry with this formula, charge and spin = 244.7 kJ/mol
E_tot = -308.8050 a.u.

Geometry as ORCA input:
```
! wB97M-V def2-TZVPD RIJCOSX def2/J DEFGRID3
* xyz 0 1
O 0.05888 -1.42340 1.39048
C 0.57895 -0.14363 1.14185
O 1.21308 -3.78591 -0.44391
H 1.62254 -0.25699 1.34926
H -1.45664 3.18097 -1.07346
H 0.28470 0.59987 2.03518
H -1.49319 1.65250 -1.99693
H -0.94999 -1.41932 1.73571
H -1.11578 1.65403 0.88994
H 0.15122 2.54145 -1.88537
C 0.28531 0.53877 -0.13367
C -0.48054 1.58772 -0.09110
C -0.84280 2.29420 -1.33095
H 0.89302 -2.95716 0.11603
H 0.90046 0.08860 -0.99775
H 0.35078 -4.15170 -0.70533
*
```

=====

No. 7
Density functional theory data (ωB97M-V with the def2-TZVPD basis set) for a cluster of 2 separate species, C4H10O2 in total.

Computed properties:
Kohn-Sham gap = 9.87 eV
ΔE to the lowest compared entry with this formula, charge and spin = 256.4 kJ/mol
E_tot = -308.8005 a.u.

Geometry as ORCA input:
```
! wB97M-V def2-TZVPD RIJCOSX def2/J DEFGRID3
* xyz 0 1
C 0.07640 -0.46512 -0.84563
H 2.33077 0.38966 -1.86109
H 2.72970 -0.55068 -0.38715
C -1.18904 -0.58085 -0.44472
C 2.26120 0.36874 -0.76411
H -2.34928 -0.28163 1.33650
O 0.91943 0.47136 -0.33372
H 0.97660 -1.36322 2.41751
H 0.93924 -0.93770 1.80496
H -1.81147 -1.32961 -0.92729
H -1.06399 0.90931 1.08706
H 2.78528 1.23403 -0.35350
H 0.50718 -1.11685 -1.60706
C -1.83148 0.31243 0.57606
O -2.83229 1.14151 0.00020
H -2.39985 1.64359 -0.70246
*
```

=====

No. 8
Density functional theory data (ωB97M-V with the def2-TZVPD basis set) for a cluster of 2 separate species, C4H10O2 in total at a distorted geometry.

Computed properties:
Kohn-Sham gap = 10.04 eV
ΔE to the lowest compared entry with this formula, charge and spin = 306.3 kJ/mol
E_tot = -308.7815 a.u.

Geometry as ORCA input:
```
! wB97M-V def2-TZVPD RIJCOSX def2/J DEFGRID3
* xyz 0 1
H -0.07148 0.96406 3.83487
H 0.25491 -1.75321 -3.90862
C -0.48597 0.90712 2.80861
H -1.47943 -0.25416 1.29507
H -0.32300 0.27328 -1.83480
C 0.21154 -0.83074 -3.48187
H 1.11242 -0.38179 -3.96462
H 1.22803 -1.88014 -0.79113
H -0.79956 -0.21391 -3.81738
H -0.64179 -1.46036 -1.57969
O -0.33791 2.17933 2.22187
H -0.15878 2.98495 2.79520
O 1.48774 -1.17758 -1.33810
H -0.98484 -1.12573 2.79126
C 0.14848 -0.76862 -1.94304
C -1.09657 -0.16892 2.30124
*
```